Density functional theory data (the ωB97M-V functional and the def2-TZVPD basis) for a single C23H30ClN3O3S molecule.

Summary:
LUMO = 0.0209 Ha
E_tot = -58308.0511 eV
highest occupied orbital energy = -7.196 eV
SMILES = COc1ccc(N2CCN([C@@H]3CCCC[C@@H]3NS(=O)(=O)c3ccc(Cl)cc3)CC2)cc1
gap between HOMO and LUMO = 7.77 eV
maximum force = 0.9 eV/A

Last column: natural (NBO) charge in e.
CARTESIAN COORDINATES (ANGSTROEM)
Cl1 -4.02277 3.63297 1.13115  0.0240
S1 1.80612 2.60742 -0.87986  2.3147
O1 1.75135 2.25025 -2.26604  -0.9373
O2 2.61463 3.72348 -0.47330  -0.9416
O3 -5.91994 0.08860 -0.59652  -0.4986
N1 2.24427 1.25786 0.01126  -0.8806
N2 -1.10493 -2.45233 0.62710  -0.4363
N3 1.63629 -1.70126 0.36081  -0.4679
C1 0.85145 -2.05584 -0.80538  -0.2315
C2 -1.35423 3.93048 1.24972  -0.2314
C3 -0.06592 3.70310 0.79914  -0.1723
C4 5.27140 0.66547 0.14990  -0.4058
C5 2.93388 0.20800 -0.71748  -0.0764
C6 2.93456 -1.12993 0.05747  -0.0181
C7 -0.30160 -2.01952 1.74624  -0.2084
C8 -0.25316 -3.03629 -0.38524  -0.2078
C9 -2.41681 3.32133 0.59477  -0.0301
C10 -2.70832 -0.62475 0.93024  -0.2087
C11 -2.20915 2.48200 -0.49238  -0.2377
C12 4.37108 0.60277 -1.08113  -0.4103
C13 5.24470 -0.66074 0.90532  -0.3946
C14 -3.11472 -2.31032 -0.70387  -0.2324
C15 0.78544 -1.02235 1.32041  -0.2340
C16 -4.32192 -1.72083 -1.02897  -0.2843
C17 -0.91534 2.25717 -0.92904  -0.1247
C18 -3.92580 -0.05198 0.63073  -0.2583
C19 3.81645 -1.02292 1.30401  -0.4146
C20 -6.80053 -0.43632 -1.55607  -0.2493
C21 -2.26800 -1.78049 0.27433  0.1387
C22 0.14074 2.87325 -0.28589  -0.3484
C23 -4.74699 -0.58027 -0.36107  0.2613
H1 -1.53965 4.58037 2.09032  0.2332
H2 -6.34821 -0.45378 -2.55394  0.1712
H3 2.75387 1.55807 0.82905  0.3986
H4 -7.13078 -1.44660 -1.29142  0.1733
H5 1.37089 -0.73737 2.19302  0.2017
H6 3.43212 -0.25958 1.98160  0.1865
H7 -2.10236 -0.15155 1.68640  0.2045
H8 0.19648 -2.91027 2.14602  0.1985
H9 0.31828 -0.11852 0.89514  0.1827
H10 -0.93583 -1.60468 2.52791  0.2064
H11 -7.66088 0.23143 -1.56500  0.1990
H12 5.65451 -1.44795 0.26864  0.1958
H13 4.94224 1.47256 0.80926  0.1890
H14 0.78400 4.17965 1.26093  0.2413
H15 6.29212 0.89677 -0.15992  0.2180
H16 5.87034 -0.59323 1.79769  0.2106
H17 3.79771 -1.97989 1.82790  0.2247
H18 -0.83195 -3.32266 -1.26043  0.2068
H19 1.50072 -2.53569 -1.54096  0.2026
H20 -2.84440 -3.21967 -1.21794  0.2077
H21 -4.92762 -2.17645 -1.79692  0.2176
H22 2.36118 0.09274 -1.64221  0.2319
H23 3.41343 -1.85848 -0.61201  0.2003
H24 -3.04789 2.01682 -0.98458  0.2441
H25 4.34231 1.57367 -1.58032  0.2237
H26 -4.26212 0.82427 1.16111  0.2269
H27 0.38066 -1.17262 -1.27235  0.1673
H28 4.76770 -0.13110 -1.78570  0.2052
H29 -0.71259 1.62751 -1.78043  0.2363
H30 0.21351 -3.93176 0.03883  0.1971